Computed, not measured: C28H36AsN2O4S6Tc as an isolated structure, with ωB97M-V with the def2-TZVPD basis set.

Multiplicity: 1
Relative energy (zero: lowest compared OMol25 entry of this formula, charge and spin) (kJ/mol): 0.0
Kohn-Sham gap (eV): 5.81

Cartesian coordinates (Å):
Tc -0.473 -0.103 0.564
C 0.247 1.611 4.800
C 0.179 1.408 3.311
S -0.359 -0.107 2.756
C 0.509 2.377 2.393
C 0.970 3.746 2.802
S 0.418 2.075 0.722
H -0.060 0.707 5.324
H -0.411 2.420 5.121
H 1.262 1.854 5.120
H 0.986 3.868 3.882
H 0.312 4.507 2.378
H 1.973 3.938 2.418
S -0.687 -4.103 -1.627
As -1.138 -5.830 -0.307
S -1.746 -2.094 0.725
S -2.269 -2.875 -1.113
S 0.472 -7.039 -0.531
C 0.305 -2.028 -4.595
C -0.435 -1.157 -3.642
C -1.529 -0.333 -3.789
C -1.759 0.233 -2.526
N -0.848 -0.208 -1.659
N -0.061 -1.047 -2.362
C -2.857 1.176 -2.172
H -0.219 -2.071 -5.547
H 0.397 -3.043 -4.205
H 1.313 -1.646 -4.773
H -2.108 -0.168 -4.682
H 0.703 -1.527 -1.915
H -3.392 1.457 -3.077
H -2.479 2.082 -1.699
H -3.568 0.715 -1.487
O -6.072 1.493 1.773
C -5.326 2.473 1.243
C -5.936 3.709 1.014
C -5.200 4.755 0.499
C -3.845 4.604 0.201
C -3.247 3.379 0.408
C -3.973 2.298 0.915
C -3.344 0.972 1.120
O -3.897 0.070 1.739
O -2.156 0.848 0.602
H -5.475 0.725 1.921
H -6.983 3.820 1.263
H -5.685 5.709 0.332
H -3.274 5.435 -0.189
H -2.197 3.232 0.187
C 3.001 -1.968 2.565
C 2.468 -3.122 1.709
C 1.091 -3.548 2.194
C 2.642 -2.776 0.238
C 3.435 -3.621 -0.534
C 3.915 -3.251 -1.777
C 3.734 -1.943 -2.192
C 2.953 -1.041 -1.469
C 3.127 0.441 -1.789
C 3.622 1.159 -0.530
C 1.981 1.190 -2.464
C 2.257 -1.550 -0.347
O 1.237 -0.846 0.207
H 3.008 -2.249 3.620
H 2.364 -1.088 2.456
H 4.016 -1.690 2.277
H 3.129 -3.981 1.855
H 0.389 -2.723 2.197
H 1.169 -3.928 3.215
H 0.677 -4.338 1.567
H 3.694 -4.589 -0.120
H 4.500 -3.942 -2.369
H 4.250 -1.578 -3.072
H 3.958 0.458 -2.500
H 2.846 1.202 0.231
H 3.921 2.182 -0.767
H 4.483 0.638 -0.106
H 1.091 1.249 -1.845
H 1.702 0.726 -3.411
H 2.301 2.213 -2.675

Atoms 1-6, force components in eV/Å:
0.3 -1.1 -0.1
0.0 0.0 0.1
0.0 0.1 -0.1
0.0 -0.1 0.2
0.0 -0.1 0.2
0.0 0.1 0.0


Computed, not measured: C4H15BBeF6NO10S2 as an isolated structure, with ωB97M-V with the def2-TZVPD basis set.

Multiplicity: 1
Relative energy (zero: lowest compared OMol25 entry of this formula, charge and spin) (kJ/mol): 249.7
Kohn-Sham gap (eV): 5.06
Charge: -1

Cartesian coordinates (Å):
Be 9.991 -35.848 28.444
C 7.298 -37.065 25.272
F 7.601 -37.909 24.300
F 5.988 -36.872 25.151
F 7.511 -37.536 26.512
S 8.149 -35.362 25.150
O 8.390 -35.288 23.714
O 7.328 -34.340 25.785
N 9.621 -35.564 26.119
S 10.798 -34.758 25.427
O 10.287 -33.525 24.829
O 11.880 -34.608 26.377
C 11.385 -35.915 24.007
F 12.596 -36.414 24.301
F 10.578 -36.868 23.621
F 11.585 -35.078 22.932
C 11.358 -31.595 28.974
C 9.974 -31.875 28.493
O 9.174 -30.921 28.458
O 9.714 -32.975 27.896
H 11.380 -31.055 29.926
H 11.778 -30.790 28.365
H 12.032 -32.445 29.035
B 7.973 -35.474 29.616
H 7.070 -34.950 30.057
H 7.879 -36.601 29.771
H 7.915 -35.327 28.478
H 8.905 -34.961 30.045
O 9.532 -38.293 27.975
H 9.773 -39.216 28.086
H 8.955 -38.281 27.202
O 10.385 -37.525 30.641
H 10.114 -37.668 31.552
H 10.387 -38.399 30.246
O 11.779 -34.750 29.717
H 12.589 -34.377 29.359
H 11.910 -34.763 30.669
O 12.239 -37.024 28.223
H 12.231 -37.974 28.080
H 13.156 -36.763 28.100

Atoms 1-6, force components in eV/Å:
-1.9 2.1 0.2
-0.8 1.6 0.2
1.0 -0.3 0.6
-0.2 0.3 0.2
0.0 -0.8 -0.4
0.4 2.3 0.4


Computed, not measured: one molecule with the formula C4H6N2O, with ωB97M-V with the def2-TZVPD basis set.

Multiplicity: 1
Relative energy (zero: lowest compared OMol25 entry of this formula, charge and spin) (kJ/mol): 167.1
Kohn-Sham gap (eV): 8.28
Structure (SMILES): Nc1cc[nH]c1O

Cartesian coordinates (Å):
N -0.110 -1.775 -0.736
C -0.138 -0.547 -0.024
C 0.606 0.485 -0.516
O 1.560 0.330 -1.459
N 0.299 1.637 0.104
C -0.651 1.270 1.190
C -0.870 -0.101 1.092
H -0.691 -1.651 -1.561
H -0.515 -2.513 -0.174
H 1.635 -0.648 -1.495
H 0.823 2.463 -0.224
H -0.533 1.861 2.078
H -1.428 -0.803 1.731

Atoms 1-6, force components in eV/Å:
-0.3 -0.3 0.1
0.1 -0.1 -0.2
-0.3 -0.4 0.3
-0.1 0.0 -0.2
-0.1 -0.9 0.7
1.8 0.2 -0.9